No. 1
{"formula": "C6H9ClN3", "method": "the ωB97M-V functional and the def2-TZVPD basis", "symbols": ["C", "C", "C", "C", "C", "C", "N", "N", "N", "Cl", "H", "H", "H", "H", "H", "H", "H", "H", "H"], "positions_angstrom": [[1.596219, -2.145710, 0.918250], [0.856664, -3.192932, 0.749547], [0.283689, -0.227609, 0.412526], [0.429007, 1.221035, 0.503416], [-0.751083, 1.985342, -0.199705], [-1.275759, 1.170907, -1.349028], [-0.642820, -0.887317, -0.172739], [1.435686, -0.822349, 0.898595], [-1.564648, -0.211096, -0.924022], [-0.075319, -4.296375, 0.116669], [2.554667, -2.372173, 1.262595], [0.469993, 1.535408, 1.559638], [1.460400, 1.311022, 0.133102], [-1.493552, 2.171618, 0.673091], [-0.598348, 3.000785, -0.357317], [-2.193098, 1.578691, -1.783918], [-0.647177, 1.240803, -2.206201], [2.234857, -0.253175, 1.216405], [-2.079378, -0.806873, -1.450904]], "forces_ev_per_a": [[0.6, 0.3, 0.2], [-2.1, 0.4, -0.7], [-1.5, 0.6, -0.8], [-0.2, 1.6, -0.2], [-0.7, -1.6, 3.3], [-1.6, -0.2, 0.0], [1.3, -0.3, 0.0], [0.1, -0.9, 0.5], [2.0, 2.4, 2.7], [0.5, -0.3, 0.1], [1.8, -1.0, 0.5], [0.0, -0.2, -0.3], [-0.3, 1.2, -0.4], [0.5, -1.1, -1.5], [1.1, 1.7, -1.2], [-0.2, 0.0, 0.6], [1.3, -0.4, -0.5], [-1.0, -0.5, -0.2], [-1.7, -1.8, -1.9]], "charge": 1, "de_lowest_kcal_mol": 120.3, "homo_ev": -11.6278, "homo_lumo_gap_ha": 0.1952}

No. 2
{"formula": "C27H43N6SSeSi2TeTl", "method": "the ωB97M-V functional and the def2-TZVPD basis", "symbols": ["Tl", "C", "N", "C", "C", "N", "C", "C", "C", "C", "C", "C", "N", "C", "N", "C", "C", "C", "C", "C", "C", "N", "H", "H", "H", "H", "H", "H", "H", "H", "H", "H", "H", "H", "H", "H", "H", "C", "S", "C", "H", "H", "H", "H", "H", "H", "C", "Si", "C", "C", "C", "Te", "C", "Si", "C", "C", "C", "H", "H", "H", "H", "H", "H", "H", "H", "H", "H", "H", "H", "H", "H", "H", "H", "H", "H", "H", "H", "H", "H", "Se", "C", "N"], "positions_angstrom": [[0.276769, -0.384874, 1.994560], [3.403173, -0.760297, 4.410735], [2.168563, -0.562409, 5.037782], [1.752654, -1.635874, 5.854171], [0.262867, -1.794954, 5.576058], [-0.514297, -0.992856, 4.901089], [-1.812358, -1.473551, 5.235842], [-2.996929, -1.016599, 4.657106], [-4.179957, -1.457859, 5.227196], [-4.152101, -2.560025, 6.191865], [-2.965643, -2.982844, 6.782320], [-1.789909, -2.454939, 6.242899], [-0.432980, -2.753838, 6.336549], [3.297226, -1.850788, 3.332604], [2.378386, -1.879938, 2.360996], [2.640746, -3.076401, 1.633041], [1.953698, -3.760683, 0.663685], [2.607042, -4.825747, 0.027446], [3.957840, -5.136667, 0.223353], [4.655810, -4.419868, 1.261999], [3.945238, -3.515830, 1.982264], [4.255568, -2.823592, 3.187683], [3.767618, 0.041886, 3.832086], [4.218406, -1.061265, 5.034658], [1.447425, 0.094627, 4.746335], [2.355079, -2.569635, 5.610795], [1.902099, -1.497050, 6.936836], [-2.939443, -0.265511, 3.840502], [-5.151354, -1.117891, 4.856662], [-5.109749, -3.042502, 6.549921], [-2.979440, -3.673290, 7.668865], [-0.067621, -3.570574, 6.861867], [0.881452, -3.531466, 0.438947], [1.997822, -5.428965, -0.587038], [4.438224, -5.931186, -0.280449], [5.628130, -4.687004, 1.690625], [5.038807, -3.119560, 3.819901], [-4.221645, 2.565722, 0.089429], [-2.429490, 2.372728, 0.211718], [-2.010991, 3.416709, 1.614427], [-4.811614, 1.734787, 0.531218], [-4.548477, 2.613646, -0.998092], [-4.715643, 3.470561, 0.510044], [-1.157634, 2.832514, 1.973441], [-2.714683, 3.445652, 2.474139], [-1.655778, 4.378740, 1.283603], [-3.436956, 1.109765, -6.326263], [-2.534022, -0.307708, -5.480321], [-3.051820, -1.867568, -6.491446], [-2.686882, -0.514029, -3.651755], [-0.594477, -0.235182, -5.727070], [0.788027, 0.410132, -4.139474], [0.682795, 2.474975, -4.670000], [1.789873, 3.775220, -3.950365], [2.738769, 3.569852, -2.335439], [3.226637, 4.009692, -5.250388], [0.603971, 5.177867, -3.857454], [-4.518697, 1.011885, -5.987011], [-3.419784, 0.934591, -7.430063], [-3.103093, 2.142904, -6.235705], [-3.893384, -2.408014, -5.942624], [-2.170684, -2.510578, -6.607064], [-3.501742, -1.522755, -7.432171], [-1.696228, -0.557593, -3.155999], [-3.206224, -1.436807, -3.480756], [-3.229678, 0.363256, -3.132555], [-0.368616, 0.457009, -6.586131], [-0.322848, -1.199012, -6.154831], [-0.314275, 2.655180, -4.258759], [0.707076, 2.302105, -5.704431], [2.084082, 3.225195, -1.497913], [3.294498, 4.490460, -2.105185], [3.517287, 2.787817, -2.344463], [4.096555, 4.556535, -4.829239], [2.891190, 4.544596, -6.192315], [3.583758, 3.067518, -5.577755], [1.017537, 6.119512, -3.585390], [-0.147673, 4.941019, -3.122347], [0.145851, 5.351536, -4.814502], [2.173973, 3.786680, 1.108758], [1.652498, 2.404770, 2.193881], [1.329797, 1.537934, 2.922867]], "forces_ev_per_a": [[-0.6, -0.3, -0.2], [-0.5, -1.4, -2.0], [0.3, 0.8, 1.0], [-0.7, -0.9, -0.8], [0.1, -1.5, 1.8], [-0.4, -1.7, 0.7], [0.0, 0.9, -0.5], [-0.2, 0.8, 0.5], [-0.2, -2.2, 0.2], [-0.8, 1.2, 0.1], [-0.3, -0.6, 0.3], [0.6, 0.2, -1.4], [0.1, 0.1, 0.8], [0.0, -0.2, -1.0], [0.6, -1.4, 1.7], [1.6, 1.4, 0.3], [-1.1, -0.1, -0.4], [0.5, 0.5, 0.5], [-0.2, 1.9, 2.2], [-0.2, -1.8, -0.4], [-1.1, 0.8, 1.2], [0.6, -0.5, -0.7], [0.1, 1.6, -0.3], [0.4, -0.1, 1.0], [0.8, -0.1, -0.3], [-0.9, 0.7, 0.1], [-0.1, 0.2, -0.1], [-0.2, -0.5, 0.8], [0.4, -0.2, 0.1], [1.1, 0.9, -0.5], [0.1, 0.5, -1.3], [-0.1, 1.3, -0.6], [1.2, -0.2, 0.1], [-0.3, -0.6, -0.9], [0.3, -0.6, -0.5], [-0.1, -0.2, -0.8], [-1.3, 0.9, -0.9], [-2.0, 0.1, -1.2], [-1.0, 0.2, 0.0], [0.5, -1.0, 0.7], [0.7, 0.2, -0.2], [0.7, -0.2, 1.1], [1.1, -0.3, 0.0], [0.2, 0.6, 0.3], [0.1, 0.0, -0.9], [-0.1, 0.4, 0.1], [-1.2, -0.3, -0.4], [1.8, -0.2, -0.9], [-1.2, 0.3, 1.4], [-0.6, 1.7, 1.3], [-0.4, 1.2, -1.0], [0.1, -1.0, -0.2], [-0.8, -1.3, 2.1], [2.3, 0.3, -1.0], [-0.5, -1.2, 0.4], [-1.1, 1.8, -0.1], [0.1, 0.1, 0.0], [1.1, 0.4, -0.5], [-0.1, -0.1, 0.8], [0.0, -0.1, 0.6], [1.2, 0.4, -0.7], [-0.5, 0.0, -0.2], [0.5, -0.3, 0.0], [-0.5, 0.0, -0.4], [-0.5, -0.4, 0.5], [0.6, -1.4, -0.8], [-0.1, -0.4, 0.7], [0.4, -0.2, 0.4], [-0.1, 0.5, -0.7], [-0.1, 0.7, -1.5], [0.5, 0.8, -0.5], [-0.5, -0.1, 0.1], [-0.2, 0.1, -0.5], [-0.6, -0.2, -0.2], [0.3, -0.4, 1.1], [0.4, -1.2, -0.2], [0.6, 0.8, 0.4], [-0.5, -0.1, 0.2], [-0.4, -0.2, -0.5], [-0.5, -1.1, 1.0], [0.4, 0.9, -0.2], [0.3, 0.5, -0.3]], "charge": 0, "de_lowest_kcal_mol": 51.4, "homo_ev": -7.1699, "homo_lumo_gap_ha": 0.2683}

No. 3
{"formula": "C4H14N2O", "method": "the ωB97M-V functional and the def2-TZVPD basis", "symbols": ["C", "C", "C", "N", "C", "N", "H", "H", "H", "H", "H", "H", "H", "H", "H", "H", "H", "H", "O", "H", "H"], "positions_angstrom": [[-0.779196, 0.538562, 1.896750], [0.431417, -0.079402, 1.215929], [0.556977, 0.333691, -0.234147], [-0.616940, -0.088162, -1.009272], [1.848339, -0.183076, -0.845550], [2.052658, 0.435648, -2.174193], [-0.944787, 1.560779, 1.542253], [-1.691245, 0.011002, 1.653140], [-0.734456, 0.528890, 2.985665], [0.392994, -1.159277, 1.315933], [1.336828, 0.198628, 1.765220], [0.643332, 1.421559, -0.273026], [-0.878118, 0.619240, -1.678855], [-0.376310, -0.913132, -1.542230], [2.666603, 0.017864, -0.137913], [1.771941, -1.264875, -0.975893], [2.922417, 0.083228, -2.555443], [2.268269, 1.419422, -2.019935], [-3.823587, -1.223207, 0.019131], [-4.184629, -1.039681, 0.899563], [-2.862515, -1.217701, 0.152880]], "forces_ev_per_a": [[-0.4, 0.2, 0.0], [0.1, 0.2, 0.7], [0.2, -0.2, -0.3], [-0.1, 0.1, 0.4], [0.1, 0.2, -0.2], [0.4, 0.0, 0.5], [0.1, 0.0, 0.2], [-0.2, -0.2, -0.2], [0.3, 0.1, 0.0], [-0.1, -0.4, -0.2], [0.0, 0.2, -0.1], [-0.3, 0.2, 0.1], [0.0, 0.0, -0.1], [-0.1, -0.1, -0.1], [0.0, -0.1, -0.1], [0.1, -0.1, 0.0], [0.0, -0.2, -0.2], [-0.3, 0.0, -0.1], [0.2, 0.0, 0.5], [0.1, -0.1, -0.4], [-0.2, 0.2, -0.3]], "charge": 0, "de_lowest_kcal_mol": 19.4, "homo_ev": -9.4251, "homo_lumo_gap_ha": 0.3820}

No. 4
{"formula": "C32H33F5N5OSTi", "method": "the ωB97M-V functional and the def2-TZVPD basis", "symbols": ["Ti", "C", "C", "N", "N", "C", "N", "S", "C", "C", "C", "C", "C", "N", "H", "H", "H", "H", "H", "H", "H", "H", "H", "C", "C", "C", "C", "C", "C", "C", "C", "N", "C", "C", "C", "C", "C", "C", "C", "C", "C", "C", "H", "H", "H", "H", "H", "H", "H", "H", "H", "H", "H", "H", "H", "H", "H", "H", "H", "H", "H", "H", "H", "H", "H", "H", "F", "C", "C", "F", "C", "F", "C", "O", "C", "F", "C", "F"], "positions_angstrom": [[-1.624040, 0.100767, -0.681719], [-4.672687, 2.484342, 1.601971], [-3.498768, 1.981539, 0.833730], [-3.453555, 0.869120, 0.197857], [-4.576098, 0.090134, 0.114873], [-4.603788, -0.515048, -1.047924], [-5.666511, -1.313311, -1.297027], [-3.449527, -0.305696, -2.342116], [-2.302281, 2.817051, 0.622526], [-2.123568, 4.050151, 1.234999], [-1.017873, 4.810617, 0.893955], [-0.125987, 4.319551, -0.045330], [-0.356232, 3.068071, -0.588904], [-1.419182, 2.330109, -0.267905], [-5.478316, 1.758785, 1.555581], [-5.018726, 3.438220, 1.199118], [-4.399133, 2.647079, 2.646945], [-6.255940, -1.567699, -0.522596], [-5.643511, -1.903598, -2.107595], [-2.842381, 4.401997, 1.960587], [-0.858578, 5.776518, 1.354899], [0.744676, 4.882162, -0.350653], [0.329719, 2.626009, -1.300079], [-0.515878, 0.756159, -5.204105], [0.465682, 0.384811, -4.127410], [1.756919, -0.027261, -4.434114], [2.641047, -0.371173, -3.418645], [4.049681, -0.791418, -3.744189], [2.237482, -0.332264, -2.089481], [0.938576, 0.062026, -1.730688], [0.095176, 0.452941, -2.793727], [0.376518, 0.109880, -0.464088], [1.177310, 0.051980, 0.767622], [1.729511, -1.360050, 1.062444], [2.494244, -1.381882, 2.389051], [3.645600, -0.374432, 2.331531], [3.087044, 1.032827, 2.102539], [2.136978, 1.396712, 3.245428], [0.985516, 0.390033, 3.280921], [1.541604, -1.013558, 3.527766], [0.246779, 0.420693, 1.940287], [2.327122, 1.075771, 0.771649], [-0.038371, 0.762585, -6.182962], [-0.943770, 1.744736, -5.027596], [-1.344322, 0.045745, -5.235784], [2.076025, -0.071381, -5.468884], [4.187403, -0.919869, -4.817035], [4.300779, -1.733761, -3.255056], [4.768061, -0.043952, -3.400825], [2.950459, -0.633571, -1.339215], [-0.906902, 0.861361, -2.614250], [2.379531, -1.707267, 0.260684], [0.890570, -2.056857, 1.106939], [2.892133, -2.386884, 2.554687], [4.335590, -0.639680, 1.523621], [4.216620, -0.402002, 3.264834], [3.910185, 1.752169, 2.064464], [1.746793, 2.409832, 3.098859], [2.672918, 1.389687, 4.199709], [0.284787, 0.654171, 4.077751], [0.722048, -1.737307, 3.580417], [2.066700, -1.045848, 4.487534], [-0.152286, 1.427596, 1.773189], [-0.598892, -0.272881, 1.966156], [3.017982, 0.896099, -0.053402], [1.905088, 2.075152, 0.622054], [0.545310, -6.390652, 0.717717], [-0.067788, -5.209239, 0.598894], [-0.700243, -4.634406, 1.689084], [-0.686891, -5.260868, 2.868837], [-1.337910, -3.415427, 1.560463], [-1.911359, -2.865602, 2.637458], [-1.362845, -2.721310, 0.346261], [-1.929017, -1.536952, 0.255946], [-0.724482, -3.329765, -0.735626], [-0.706987, -2.691359, -1.912880], [-0.085378, -4.549629, -0.616213], [0.523830, -5.091334, -1.673796]], "forces_ev_per_a": [[0.1, -0.3, 0.2], [0.0, 0.0, 0.0], [0.1, 0.1, 0.0], [-0.2, 0.0, 0.0], [0.2, 0.0, 0.0], [-0.2, 0.0, 0.0], [0.0, 0.0, 0.0], [0.1, 0.0, 0.0], [-0.1, 0.0, 0.0], [0.0, 0.0, 0.0], [0.0, 0.0, 0.0], [0.0, 0.0, 0.0], [0.0, 0.0, 0.0], [0.0, 0.0, 0.0], [0.0, 0.0, 0.0], [0.0, 0.0, 0.0], [0.0, 0.0, 0.0], [0.0, 0.0, 0.0], [0.0, 0.0, 0.0], [0.0, 0.0, 0.0], [0.0, 0.0, 0.0], [0.0, 0.0, 0.0], [0.0, 0.0, 0.0], [0.0, 0.0, 0.0], [0.0, -0.1, 0.0], [0.0, 0.0, 0.0], [0.0, 0.0, 0.0], [0.0, 0.0, 0.0], [-0.1, -0.1, 0.0], [0.0, 0.1, 0.0], [0.0, 0.0, 0.0], [0.1, -0.1, -0.1], [0.0, 0.0, 0.0], [0.0, 0.0, 0.0], [0.0, 0.0, 0.0], [0.0, 0.0, 0.0], [0.0, 0.0, 0.0], [0.0, 0.0, 0.0], [0.0, 0.0, 0.0], [0.0, 0.0, 0.0], [0.0, 0.1, 0.0], [0.0, 0.0, 0.0], [0.0, 0.0, 0.0], [0.0, 0.0, 0.0], [0.0, 0.0, 0.0], [0.0, 0.0, 0.0], [0.0, 0.0, 0.0], [0.0, 0.0, 0.0], [0.0, 0.0, 0.0], [0.0, -0.1, 0.0], [0.0, 0.1, 0.0], [0.0, 0.0, -0.1], [0.0, 0.0, 0.0], [0.0, 0.0, 0.0], [0.0, 0.0, 0.0], [0.0, 0.0, 0.0], [0.0, 0.0, 0.0], [0.0, 0.0, 0.0], [0.0, 0.0, 0.0], [0.0, 0.0, 0.0], [0.0, 0.0, 0.0], [0.0, 0.0, 0.0], [0.0, 0.0, 0.0], [0.0, 0.0, 0.0], [0.0, 0.0, 0.1], [0.0, 0.0, 0.0], [0.0, 0.0, 0.0], [0.0, 0.0, 0.1], [0.0, 0.0, 0.0], [0.0, 0.0, 0.0], [0.0, 0.0, -0.1], [0.0, 0.0, 0.0], [0.0, 0.0, 0.2], [-0.1, 0.1, 0.0], [0.0, 0.0, 0.0], [0.0, 0.0, 0.0], [0.0, 0.0, -0.1], [0.0, 0.0, 0.0]], "charge": 0, "de_lowest_kcal_mol": 9.4, "multiplicity": 2, "homo_ev": [-7.2512, -7.3938], "homo_lumo_gap_ha": [0.2455, 0.2436]}

Number 1: strongest force on any atom 4.2 eV/A. Number 2: strongest force on any atom 2.9 eV/A. Number 3: strongest force on any atom 0.7 eV/A. Number 4: strongest force on any atom 0.4 eV/A.